Below is C36H39N3OP2PtS as an isolated structure, with properties calculated with wB97M-V/def2-TZVPD.

Calculated values
Energy above the lowest of the compared OMol25 structures with the same formula, charge and spin (kcal/mol): 4.6
LUMO energy (eV): -6.65
Orbital gap (eV): 5.716
Highest occupied orbital energy (eV): -12.3692
Net charge: +2

Structure (XYZ):
```
83
Properties=species:S:1:pos:R:3:forces:R:3
Pt 0.341497 -0.813465 0.523990 0.192 0.202 0.096
C -0.299034 3.916466 -1.028575 0.009 0.001 -0.015
C -0.055938 2.437134 -1.140653 -0.016 -0.097 -0.034
O -0.533283 1.623968 -0.356518 0.043 0.098 -0.039
N 0.730179 2.037143 -2.172497 0.090 0.109 0.001
C 1.055687 0.645027 -2.415262 -0.069 0.020 0.053
C 2.309317 0.194492 -1.697684 0.012 -0.025 0.129
C 3.551180 0.474689 -2.240029 0.043 0.026 -0.023
C 4.703688 0.090673 -1.575552 0.032 0.029 -0.055
C 4.591521 -0.586538 -0.372905 0.035 -0.030 0.046
C 3.331621 -0.857497 0.109864 -0.131 -0.007 -0.039
N 2.205879 -0.472364 -0.526767 -0.013 -0.080 -0.171
H -1.024346 4.095136 -0.240301 0.001 -0.003 0.002
H -0.668267 4.327716 -1.968576 0.007 -0.006 0.006
H 0.632069 4.428265 -0.779646 -0.005 0.005 0.002
H 1.110574 2.739151 -2.785826 -0.013 -0.016 -0.016
H 1.198883 0.512768 -3.486707 0.006 -0.027 -0.012
H 0.202912 0.035476 -2.115476 -0.001 -0.003 0.008
H 3.611108 0.991524 -3.188924 -0.004 -0.009 0.009
H 5.676694 0.307585 -1.996632 -0.014 -0.001 0.003
H 5.461186 -0.915496 0.177295 -0.008 0.007 -0.001
H 3.192997 -1.405901 1.031507 0.003 -0.014 0.011
C -4.911928 -3.775705 6.026852 0.054 -0.022 -0.014
S -5.060561 -4.688404 4.476728 -0.066 0.013 0.032
C -5.070081 -3.302207 3.317567 0.004 -0.013 0.043
C -3.665065 -2.855695 2.935004 0.005 0.011 0.004
C -3.695431 -1.627369 2.032311 0.098 -0.062 -0.010
N -2.362168 -1.259015 1.503983 -0.759 0.024 0.037
P -1.068791 -0.469280 2.203156 0.070 0.022 0.116
C -0.649374 -1.205840 3.767244 0.247 -0.053 0.059
C -1.276055 -0.756533 4.932392 -0.032 -0.132 0.019
C -1.061474 -1.434494 6.122281 -0.029 0.052 0.005
C -0.216871 -2.536335 6.156669 0.028 -0.024 0.000
C 0.429920 -2.966370 5.004421 -0.010 0.046 0.012
C 0.218297 -2.298716 3.809671 -0.066 0.010 0.141
C -1.451863 1.235801 2.513894 0.073 0.151 0.030
C -0.531622 1.995573 3.242366 -0.051 0.028 -0.011
C -0.774471 3.341716 3.461054 -0.009 -0.044 -0.022
C -1.934683 3.923844 2.964132 -0.015 -0.002 -0.019
C -2.849895 3.167280 2.242410 0.002 0.035 0.010
C -2.603381 1.825905 2.003097 0.019 0.030 0.055
P -1.567205 -1.847539 0.161271 0.139 -0.100 -0.044
C -1.653655 -3.618800 0.124780 0.265 -0.149 -0.078
C -2.772409 -4.229138 -0.448764 -0.009 -0.046 0.125
C -2.926302 -5.601800 -0.334747 -0.041 0.018 -0.041
C -1.965156 -6.359901 0.320460 0.035 -0.009 0.016
C -0.836041 -5.756234 0.861584 -0.025 -0.009 -0.037
C -0.676392 -4.384834 0.762986 -0.127 -0.062 -0.046
C -2.282184 -1.240152 -1.345947 -0.051 -0.011 -0.173
C -3.194663 -0.189819 -1.340241 0.014 0.011 -0.079
C -3.698644 0.284427 -2.541041 0.002 0.007 -0.009
C -3.276918 -0.274253 -3.740628 -0.006 0.011 -0.004
C -2.354136 -1.314948 -3.750421 0.007 0.012 0.055
C -1.855197 -1.803361 -2.554149 -0.073 0.013 -0.019
H -4.921011 -4.511377 6.829044 0.005 0.005 -0.011
H -5.759803 -3.105712 6.160667 -0.004 -0.005 -0.001
H -3.977457 -3.215739 6.082645 -0.008 -0.009 -0.010
H -5.635767 -2.481303 3.765586 -0.032 -0.012 -0.022
H -5.625020 -3.635736 2.438006 0.023 0.017 -0.006
H -3.158460 -3.676492 2.424619 0.027 -0.015 0.001
H -3.093760 -2.644040 3.841457 0.036 0.034 -0.022
H -4.103367 -0.764304 2.562273 0.024 0.029 -0.002
H -4.347211 -1.806151 1.172419 0.022 0.024 -0.018
H -1.936360 0.101226 4.912495 0.009 0.008 -0.014
H -1.551154 -1.097561 7.026321 0.012 -0.003 -0.002
H -0.049117 -3.054142 7.091844 -0.012 -0.006 -0.009
H 1.101741 -3.813344 5.042787 -0.002 0.011 0.000
H 0.731949 -2.612910 2.912448 0.003 -0.034 -0.076
H 0.364300 1.539234 3.648409 -0.016 -0.016 -0.004
H -0.068921 3.932936 4.029141 -0.002 -0.005 -0.012
H -2.129329 4.973164 3.144514 -0.003 -0.016 0.011
H -3.756434 3.624043 1.868224 0.009 0.004 -0.001
H -3.307363 1.241803 1.428750 -0.028 -0.012 -0.002
H -3.522231 -3.642039 -0.964813 0.010 0.002 -0.006
H -3.795823 -6.081365 -0.763749 0.009 -0.001 -0.001
H -2.089953 -7.431821 0.397554 -0.005 0.007 0.012
H -0.081923 -6.357292 1.351296 -0.002 0.006 -0.004
H 0.205729 -3.908224 1.164385 0.051 0.053 0.047
H -3.510793 0.251601 -0.406464 -0.011 0.008 0.011
H -4.423591 1.087285 -2.541583 0.005 -0.002 -0.006
H -3.675751 0.098479 -4.675039 0.003 -0.008 0.006
H -2.037043 -1.752310 -4.687613 0.000 0.003 0.005
H -1.150504 -2.627767 -2.560321 -0.015 -0.005 0.020
```
Positions in Å, forces in eV/Å.

***

Below is C41H38CdN12O5S2 as an isolated structure at a distorted geometry, with properties calculated with wB97M-V/def2-TZVPD.

Calculated values
Energy above the lowest of the compared OMol25 structures with the same formula, charge and spin (kcal/mol): 18.0
LUMO energy (eV): 3.42
Orbital gap (eV): 5.695
Highest occupied orbital energy (eV): -2.2727
Net charge: -2

Structure (XYZ):
```
99
Properties=species:S:1:pos:R:3:forces:R:3
Cd 0.556922 -1.461478 1.679883 -0.102 -0.746 0.826
N 2.781141 -1.671082 3.059029 0.079 -0.510 -0.001
C 2.719787 -1.626635 4.505771 -0.070 0.081 0.099
C 1.302537 -1.315789 5.052408 -0.029 0.025 -0.131
O 1.224302 -1.109545 6.278656 0.016 0.035 0.025
O 0.360737 -1.277471 4.216428 0.067 0.005 -0.097
H 3.112121 -2.529781 2.617352 -0.208 0.263 0.369
H 3.283048 -0.907947 2.641506 0.048 0.226 -0.117
H 3.369146 -0.845314 4.912447 0.026 -0.028 0.004
H 3.046235 -2.561498 4.968095 -0.059 -0.038 -0.059
S 2.277142 0.297592 0.592333 -0.134 -0.555 -0.283
C 2.339355 -0.763060 -0.862142 -0.448 0.642 -0.232
N 2.850883 -0.091631 -2.041306 0.208 -0.141 -0.017
C 3.618355 -0.889632 -2.967931 0.077 0.034 0.022
C 2.838138 -2.129654 -3.305137 -0.118 -0.135 0.069
N 2.636320 -2.912746 -2.112484 0.614 -0.232 -0.279
C 2.756347 -4.336545 -2.284807 -0.126 0.070 0.063
C 4.194207 -4.779666 -2.450700 0.016 -0.007 -0.012
C 5.137097 -4.416011 -1.488076 -0.044 0.005 -0.016
C 6.457850 -4.810216 -1.615527 0.004 0.000 0.007
C 6.864387 -5.569378 -2.709747 0.015 0.001 0.003
C 5.936372 -5.931336 -3.672234 -0.004 -0.004 -0.015
C 4.608911 -5.535398 -3.539184 -0.008 -0.008 0.016
C 2.205740 -2.262622 -0.914068 -0.230 -0.741 -0.088
S 2.011903 -3.397453 0.461773 0.195 0.636 0.026
C 3.195316 1.304976 -2.072966 -0.112 0.013 0.143
C 2.737308 1.955392 -3.358372 -0.043 0.001 -0.030
C 1.429984 1.752771 -3.802427 0.041 -0.029 0.020
C 0.970532 2.366514 -4.954733 -0.001 0.010 -0.014
C 1.812325 3.192329 -5.694721 -0.014 -0.008 0.000
C 3.115729 3.390584 -5.269292 0.017 0.002 0.000
C 3.572411 2.771528 -4.110242 -0.010 0.019 0.047
H 4.602544 -1.187319 -2.565427 -0.012 0.064 0.037
H 3.794694 -0.300503 -3.874030 -0.037 -0.006 0.018
H 3.391039 -2.732440 -4.030844 0.035 -0.002 0.028
H 1.884912 -1.827020 -3.765605 -0.019 -0.040 -0.033
H 2.177772 -4.671078 -3.158405 -0.013 0.008 -0.012
H 2.327455 -4.816014 -1.404915 -0.005 -0.026 -0.002
H 4.800677 -3.827973 -0.640523 0.016 0.001 0.004
H 7.177896 -4.527127 -0.856884 0.002 0.001 0.001
H 7.900167 -5.872286 -2.808969 0.001 -0.001 0.001
H 6.243254 -6.515760 -4.532234 0.004 -0.001 0.000
H 3.880859 -5.812996 -4.294953 0.005 -0.005 -0.004
H 4.272909 1.489612 -1.931557 0.031 -0.055 -0.039
H 2.688238 1.788569 -1.239363 0.022 0.019 0.067
H 0.797704 1.084086 -3.228602 -0.006 -0.009 -0.007
H -0.048571 2.200299 -5.284400 -0.002 0.001 -0.004
H 1.453939 3.667914 -6.599791 -0.001 0.002 0.002
H 3.784797 4.020876 -5.843680 -0.003 0.000 -0.001
H 4.595678 2.919133 -3.781547 0.001 0.008 -0.010
C -1.602913 2.330606 5.545607 -0.015 0.057 -0.002
N -1.024663 1.955009 4.282695 -0.028 -0.027 0.034
C -1.110788 0.781143 3.647824 0.093 -0.030 -0.038
N -0.526381 0.872491 2.471091 -0.100 -0.007 -0.046
C -0.100583 2.158011 2.429246 0.062 -0.065 0.051
N -0.384977 2.865808 3.502707 -0.016 0.038 -0.021
C -3.092100 2.583175 5.438096 0.005 0.006 -0.055
C -3.907892 2.562579 6.562004 0.013 0.032 0.017
C -5.266033 2.835271 6.456479 -0.005 -0.010 0.021
C -5.832835 3.114142 5.224328 0.004 0.012 -0.030
C -5.022240 3.112294 4.093651 -0.017 0.000 -0.027
C -3.661461 2.854741 4.201788 0.010 -0.051 0.025
C -5.588150 3.370215 2.769822 0.027 0.006 0.013
N -6.645243 4.026229 2.435680 -0.028 -0.022 0.000
N -6.710161 3.983426 1.044951 0.011 0.040 0.003
C -5.682107 3.312357 0.655510 -0.003 -0.029 -0.017
O -4.924785 2.886042 1.691462 -0.008 -0.006 0.003
C -5.254219 2.979095 -0.704400 -0.005 0.024 0.020
C -5.567717 3.842570 -1.748453 -0.017 -0.019 0.021
C -5.136758 3.540002 -3.029100 0.007 0.005 -0.013
C -4.409480 2.382568 -3.263909 -0.023 -0.017 -0.009
C -4.115123 1.503570 -2.227553 -0.013 -0.015 0.041
C -3.398458 0.206526 -2.535223 -0.040 -0.019 -0.009
N -2.848897 -0.459310 -1.385024 -0.003 0.009 0.007
C -1.726179 -0.210487 -0.691939 0.080 -0.030 -0.060
N -1.623233 -1.056454 0.299880 0.282 -0.008 0.106
C -2.727832 -1.835216 0.186243 0.086 0.065 0.016
N -3.510943 -1.504262 -0.820541 -0.041 -0.033 0.043
C -4.531988 1.812679 -0.940583 0.054 0.011 -0.020
H -1.095114 3.247545 5.846339 0.009 -0.027 0.058
H -1.383669 1.560639 6.286713 -0.010 -0.044 -0.038
H -1.525376 -0.114496 4.079392 -0.022 0.009 0.006
H 0.463788 2.554357 1.600509 -0.008 0.015 -0.009
H -3.478374 2.318617 7.526920 -0.005 0.009 0.007
H -5.889305 2.807458 7.341201 -0.001 0.003 0.000
H -6.891489 3.310504 5.120798 -0.002 0.003 0.010
H -3.041236 2.855020 3.315011 0.000 0.014 0.000
H -6.128007 4.743689 -1.538962 0.000 0.003 -0.011
H -5.355713 4.215227 -3.846380 -0.001 0.000 0.001
H -4.063690 2.155735 -4.266453 -0.009 0.004 -0.007
H -2.614627 0.373749 -3.276315 0.043 0.028 0.047
H -4.110264 -0.500428 -2.963160 0.021 0.010 -0.047
H -1.005432 0.550391 -0.950088 0.006 0.004 0.003
H -2.890437 -2.656264 0.866967 -0.042 -0.011 -0.019
H -4.294646 1.143828 -0.122376 -0.010 -0.001 0.001
O -0.777364 -5.338272 3.446283 -0.064 0.018 -0.112
C -0.949499 -4.296887 2.857557 0.077 0.026 0.180
N -1.140300 -3.270997 2.291447 0.222 0.389 -0.193
O 1.056339 -1.444003 -1.125600 -0.257 0.784 -0.344
```
Positions in Å, forces in eV/Å.

***

Question: Number 1 is which compound?
Answer: C36H39N3OP2PtS

***

Question: Look up the LUMO energy of the second one.
Answer: 3.42 eV

***

Question: Number 1 is which compound?
Answer: C36H39N3OP2PtS